Entry 1:
This record from the Open Molecules 2025 dataset describes a structure of composition C46H58BBrF4O4Ti at a distorted geometry. The level of theory is ωB97M-V/def2-TZVPD.

Geometry as XYZ:
```
115
Properties=species:S:1:pos:R:3:lowdin_charge:R:1
Br 2.480 -2.012 -4.207 0.309
Ti 0.491 -1.376 -2.943 0.913
F -1.491 -3.122 -6.038 0.203
F -0.389 -1.422 -4.878 -0.042
F -2.538 -2.034 -4.310 0.184
F -0.711 -3.384 -3.868 0.089
O 0.837 -3.165 -1.722 -0.287
O 1.510 -0.585 -1.805 -0.208
O 0.101 0.737 -3.726 -0.244
O -1.028 -1.276 -2.175 -0.140
C -2.986 -0.034 -1.666 -0.108
C 1.235 -4.493 -2.090 -0.038
C 0.326 -2.774 2.422 -0.150
C 7.192 0.825 0.851 -0.045
C -0.527 3.535 -0.669 -0.149
C 3.055 1.212 -1.505 -0.116
C -5.720 0.569 1.616 -0.047
C 1.555 -2.530 1.820 0.044
C 6.205 3.097 0.653 -0.069
C -7.037 -0.586 -0.183 -0.044
C -1.400 1.836 -2.177 -0.105
C -0.850 -1.486 4.200 -0.040
C 0.101 -2.661 3.926 -0.556
C 4.114 1.759 -0.794 0.026
C 4.785 1.048 0.192 -0.161
C -1.823 -3.496 -0.638 -0.041
C 3.076 -2.337 -0.169 -0.054
C -0.004 1.383 -4.999 -0.008
C 5.907 1.646 1.034 -0.559
C 0.748 3.276 -1.167 0.035
C -0.709 4.606 0.404 -0.556
C 0.049 4.182 1.671 -0.040
C 1.733 -2.644 0.447 -0.111
C -0.602 -3.236 0.218 -0.104
C 4.396 -0.276 0.386 0.019
C -0.145 5.938 -0.116 -0.046
C -2.572 1.020 -2.670 -0.046
C 5.484 1.615 2.512 -0.044
C -5.845 -0.713 0.778 -0.559
C -4.569 -0.909 -0.038 -0.158
C 1.408 -2.417 4.685 -0.067
C -3.807 -2.070 0.021 0.028
C -2.200 -1.180 -1.524 -0.191
C -6.106 -1.880 1.731 -0.068
C 2.613 -0.080 -1.211 -0.205
C -4.141 0.087 -0.915 0.022
C -2.643 -2.226 -0.719 -0.108
C -2.181 4.815 0.763 -0.067
C -0.120 1.642 -2.673 -0.191
C 0.968 2.341 -2.163 -0.119
C 0.652 -3.015 -0.339 -0.180
C -0.740 -3.113 1.593 0.034
C -1.581 2.788 -1.177 0.045
C -0.525 -3.964 4.450 -0.047
C 3.350 -0.856 -0.310 -0.107
C 2.373 2.002 -2.600 -0.050
B -1.364 -2.541 -4.820 -1.197
H 1.104 3.999 1.460 0.076
H -2.626 3.903 1.163 0.083
H -5.272 -2.014 2.423 0.084
H -7.003 -1.680 2.320 0.085
H -4.871 0.494 2.299 0.088
H -4.115 -2.899 0.644 0.108
H -6.918 0.273 -0.845 0.078
H -6.266 -2.812 1.185 0.086
H 8.005 1.264 1.432 0.084
H -3.423 1.676 -2.858 0.131
H -2.263 5.589 1.527 0.086
H -1.807 -1.625 3.693 0.076
H -0.378 3.263 2.078 0.089
H -1.039 -1.399 5.272 0.086
H -2.755 5.138 -0.108 0.090
H 3.861 -2.771 0.451 0.127
H 1.203 -2.381 5.756 0.085
H -4.733 0.988 -1.035 0.116
H 2.942 2.910 -2.796 0.129
H -1.010 1.783 -5.134 0.109
H -2.315 0.512 -3.600 0.118
H -2.427 -4.286 -0.194 0.130
H 5.275 0.596 2.841 0.076
H 4.422 2.766 -1.045 0.108
H 2.124 -3.220 4.502 0.090
H -1.540 -4.102 4.075 0.076
H -5.570 1.444 0.983 0.073
H -0.572 -3.945 5.541 0.084
H -0.412 -0.550 3.849 0.090
H 0.937 5.896 -0.241 0.076
H -0.589 6.190 -1.081 0.092
H -1.726 -3.273 2.013 0.120
H 0.205 0.642 -5.765 0.102
H -1.534 -3.804 -1.642 0.115
H -0.370 6.742 0.588 0.084
H 7.486 0.806 -0.200 0.092
H -7.967 -0.462 0.375 0.085
H 1.861 -1.465 4.402 0.083
H -0.019 4.963 2.432 0.086
H -6.626 0.727 2.205 0.085
H 7.059 -0.205 1.182 0.076
H 0.720 2.197 -5.062 0.106
H 4.933 -0.898 1.093 0.116
H 6.275 2.024 3.143 0.085
H 2.365 1.397 -3.506 0.115
H 0.460 -5.203 -1.800 0.110
H 6.538 3.175 -0.384 0.087
H 3.151 -2.778 -1.164 0.105
H 0.072 -4.825 4.145 0.092
H 4.580 2.210 2.659 0.088
H 2.411 -2.236 2.414 0.114
H 1.611 3.799 -0.770 0.123
H -7.121 -1.478 -0.806 0.092
H 2.174 -4.752 -1.599 0.105
H -2.586 2.923 -0.797 0.112
H 1.366 -4.509 -3.166 0.067
H 5.326 3.730 0.790 0.084
H 7.000 3.484 1.292 0.085
```

Output
- relative energy (zero: lowest compared OMol25 entry of this formula, charge and spin) (kJ/mol) = 18.8
- E_HOMO (eV) = -8.2073
- gap between HOMO and LUMO (eV) = 7.795

=====

Entry 2:
This record from the Open Molecules 2025 dataset describes a structure of composition C46H58F6MnN9O13S2 at a distorted geometry. The level of theory is ωB97M-V/def2-TZVPD.

Geometry as XYZ:
```
135
Properties=species:S:1:pos:R:3:lowdin_charge:R:1
Mn 1.112 -1.990 -2.198 1.331
S -0.303 1.132 -2.258 0.566
S -0.519 -0.405 -0.241 0.754
F -0.183 1.056 2.002 0.171
F 2.059 1.845 -3.252 0.123
F 0.378 2.714 -4.226 0.137
F 0.826 0.639 -4.728 0.112
F 1.556 1.269 0.478 0.120
F 1.329 -0.538 1.670 0.125
O 4.751 -2.408 -0.478 0.095
O 2.551 -1.840 -0.497 0.015
O -0.162 2.226 -1.302 -0.263
O 3.605 -2.468 1.348 0.128
O -5.705 0.875 -4.588 0.093
O -1.445 1.607 -6.887 0.039
O -0.195 2.960 -8.086 0.096
O -5.262 -1.239 -4.298 0.083
O -0.354 0.789 -8.711 0.136
O -1.595 0.919 -2.841 -0.238
O -1.891 0.129 -0.090 -0.254
O -7.101 -0.334 -3.251 0.124
O -0.425 -1.837 0.073 -0.375
N -0.105 -4.487 1.136 0.019
N 1.219 5.575 3.065 0.041
N -3.785 -3.674 0.172 0.017
N 0.385 -0.219 -1.768 -0.410
N 2.007 -2.545 4.550 0.011
N -1.279 -1.741 3.569 0.132
N 1.499 2.522 6.579 0.053
N 6.039 0.886 1.345 0.015
N -2.443 4.684 -3.392 0.005
C 1.497 -2.503 6.733 -0.083
C -4.489 0.609 -5.256 -0.083
C -4.166 -2.359 0.072 -0.121
C -2.310 -1.684 2.688 -0.029
C -3.640 -1.958 -1.087 -0.151
C -1.410 -0.725 4.435 0.041
C 7.077 0.239 2.050 -0.104
C 1.214 1.251 4.792 -0.177
C -0.131 5.532 2.635 -0.105
C 1.150 -6.244 1.894 -0.089
C -4.163 -0.857 -4.959 -0.370
C -1.019 5.208 -7.603 0.004
C -3.590 4.594 -4.182 -0.117
C -3.214 -0.704 3.026 0.007
C 1.558 3.314 5.462 -0.108
C -2.624 -0.053 4.107 0.051
C 1.042 4.729 0.966 -0.145
C 1.393 2.518 4.386 -0.129
C -3.898 3.473 -2.258 -0.121
C 4.873 -2.938 1.691 -0.296
C 4.645 -4.275 2.321 0.003
C 0.804 1.565 -3.700 -0.577
C 1.917 5.120 1.976 -0.153
C 6.543 -0.099 3.259 -0.132
C -0.598 3.812 -7.023 -0.283
C 1.294 1.227 6.147 -0.131
C 5.192 0.221 3.250 -0.141
C 0.957 -3.661 6.187 -0.090
C -0.935 -5.391 1.743 -0.150
C -3.987 -1.807 -6.182 0.003
C -2.987 -4.020 -0.874 -0.139
C 2.085 -1.769 5.677 -0.138
C -1.642 2.918 -6.335 -0.108
C 5.722 -2.916 0.390 -0.033
C 3.563 -2.166 0.115 -0.534
C -0.215 4.979 1.386 -0.140
C 4.859 0.914 2.097 -0.095
C 1.295 -3.676 4.839 -0.156
C -2.620 3.904 -2.263 -0.164
C -0.603 1.701 -7.942 -0.548
C 0.658 0.483 1.136 -0.536
C -6.103 -0.245 -3.978 -0.506
C -4.577 3.851 -3.460 -0.055
C -0.209 -6.460 2.263 -0.080
C 1.162 -5.055 1.143 -0.147
C -3.036 -2.990 -1.775 -0.093
H -0.527 -2.415 3.591 0.139
H 3.950 -4.101 3.143 0.081
H -4.105 -4.364 0.836 0.154
H 2.989 4.991 1.994 0.107
H 6.081 1.124 0.365 0.142
H 2.376 -2.364 3.627 0.118
H -0.588 -7.179 2.975 0.105
H -1.494 2.891 -5.255 0.094
H 1.119 -4.434 4.089 0.092
H -3.534 5.106 -5.132 0.100
H 1.292 0.449 6.896 0.103
H -3.560 1.164 -5.124 0.114
H 1.860 4.341 5.608 0.111
H -0.286 -3.606 0.676 0.066
H 1.668 2.851 7.518 0.162
H -4.084 -0.413 2.456 0.127
H -1.957 5.122 -8.151 0.086
H 6.541 -2.210 0.524 0.136
H -2.621 -5.027 -1.015 0.119
H 8.094 0.138 1.700 0.117
H -0.933 5.923 3.242 0.105
H -1.765 3.875 -1.602 0.085
H -4.692 0.572 -6.326 0.136
H -4.784 -1.892 0.824 0.121
H -1.099 4.678 0.843 0.099
H 5.485 -4.850 2.710 0.110
H 4.171 -5.015 1.676 0.086
H 3.891 1.189 1.705 0.092
H 1.296 -1.973 7.652 0.098
H -0.635 -0.469 5.142 0.120
H -3.098 0.824 4.524 0.135
H -3.281 -0.935 -4.322 0.125
H -2.403 -2.441 1.924 0.109
H -1.602 5.173 -3.661 0.142
H 1.041 0.464 4.073 0.067
H 1.678 5.841 3.925 0.136
H -2.647 3.172 -6.672 0.134
H 4.528 0.068 4.089 0.088
H -1.192 5.975 -6.849 0.076
H -4.272 2.753 -1.545 0.096
H -0.276 5.592 -8.303 0.088
H 0.424 -4.466 6.671 0.106
H 0.240 3.956 -6.342 0.133
H -3.830 -0.965 -1.468 0.111
H -1.988 -5.162 1.820 0.090
H 1.233 4.304 -0.009 0.088
H 2.607 -0.828 5.584 0.086
H 1.970 -4.634 0.563 0.083
H 7.025 -0.700 4.015 0.110
H 5.410 -2.263 2.356 0.132
H 1.983 -6.891 2.128 0.100
H -2.657 -2.977 -2.787 0.096
H 1.439 2.912 3.381 0.086
H 5.950 -3.935 0.075 0.150
H -5.584 3.685 -3.812 0.096
H -3.025 -1.726 -6.689 0.081
H -3.957 -2.823 -5.790 0.077
H -4.761 -1.786 -6.949 0.094
```

Output
- net charge = +2
- E_HOMO (spin up / spin down) (eV) = -11.4504 / -11.4502
- <S²> = 12.016
- gap between HOMO and LUMO (spin up / spin down) (eV) = 3.243 / 2.961
- multiplicity = 7